--- P ---
A molecular structure, C9H16Si. Source: the Open Molecules 2025 dataset; level of theory: wB97M-V/def2-TZVPD.

```
! RIJCOSX wB97M-V def2-TZVPD def2/J DEFGRID3
* xyz 0 1
C -1.3089 -0.7756 -0.0479
C -2.4261 -1.1776 0.4831
C 0.1799 3.6079 -0.0802
C 0.2689 2.4088 -0.6229
C -0.8881 -1.1560 -1.4535
C 0.3871 -2.0659 -1.4602
C 1.6535 -1.1463 -1.0480
C 1.5179 -0.6886 0.3538
C -0.2855 1.1293 2.3723
Si -0.0221 0.4142 0.5863
H -2.8269 -0.9491 1.3777
H -3.0037 -1.9653 -0.1484
H 0.4980 4.5338 -0.6676
H 0.1496 3.6801 1.0068
H 0.4462 2.2836 -1.6845
H -1.7423 -1.7576 -1.8499
H -0.8211 -0.2628 -2.0182
H 0.3047 -2.8091 -0.7193
H 0.5485 -2.1975 -2.5286
H 2.5230 -1.8197 -1.2381
H 1.8056 -0.3487 -1.6367
H 1.4002 -1.5336 1.0270
H 2.3526 0.0004 0.7509
H -1.2442 1.2457 3.0862
H 0.5273 0.6684 2.9973
H 0.1566 2.1630 2.2137
*
```

Properties
Orbital gap (eV): 10.10
M (g/mol): 152.3
LUMO level (eV): 0.99

Just the natural (NBO) charges please, in e? Sure, here they are:
1. C -0.459
2. C -0.342
3. C -0.444
4. C -0.459
5. C -0.439
6. C -0.392
7. C -0.393
8. C -0.873
9. C -1.149
10. Si 1.580
11. H 0.193
12. H 0.170
13. H 0.201
14. H 0.186
15. H 0.182
16. H 0.201
17. H 0.213
18. H 0.212
19. H 0.220
20. H 0.198
21. H 0.195
22. H 0.229
23. H 0.233
24. H 0.266
25. H 0.237
26. H 0.234

---

--- Q ---
A single C9H16Si molecule. Source: the Open Molecules 2025 dataset; level of theory: wB97M-V/def2-TZVPD.

```
! RIJCOSX wB97M-V def2-TZVPD def2/J DEFGRID3
* xyz 0 1
C -0.7308 -2.1527 0.5681
C -2.0101 -2.1879 0.1555
C -0.0921 -0.9309 0.1514
C -1.1571 -0.1187 -0.3666
C -2.4813 -0.8677 -0.3617
C 3.5454 -0.0354 -0.5951
C -1.6526 2.4424 1.2140
C 1.3396 -0.5131 0.3904
C 2.1588 -0.5173 -0.8781
Si -1.2683 1.7403 -0.4420
H -0.2040 -3.0606 1.0490
H -2.6557 -3.1043 0.4601
H -3.1817 -0.8997 -1.2936
H -3.1173 -0.3545 0.3135
H 3.8867 -0.6163 0.2347
H 3.5740 1.0006 -0.2108
H 4.3004 -0.2726 -1.4364
H -0.7174 2.5343 1.7829
H -2.0293 3.5447 1.1439
H -2.3414 1.8139 1.7787
H 1.6736 -1.1321 1.2073
H 1.2869 0.4643 0.7133
H 1.6264 0.0545 -1.8225
H 2.3086 -1.4992 -1.3783
H -2.1221 2.2856 -1.5283
H 0.0611 2.3822 -0.8494
*
```

Properties
SMILES: CCCC1=C([SiH2]C)CC=C1
Orbital gap (eV): 8.86
M (g/mol): 152.3
LUMO level (eV): 0.71

Just the natural (NBO) charges please, in e? Sure, here they are:
1. C -0.258
2. C -0.164
3. C 0.040
4. C -0.446
5. C -0.507
6. C -0.607
7. C -1.125
8. C -0.452
9. C -0.384
10. Si 1.131
11. H 0.221
12. H 0.213
13. H 0.256
14. H 0.249
15. H 0.198
16. H 0.205
17. H 0.213
18. H 0.245
19. H 0.248
20. H 0.237
21. H 0.215
22. H 0.216
23. H 0.210
24. H 0.206
25. H -0.173
26. H -0.187

---

Of the structures shown above, Q is the most stable.